{
  "formula": "C45H74O45",
  "method": "ωB97M-V/def2-TZVPD",
  "elements": ["C", "C", "O", "C", "O", "O", "H", "H", "H", "H", "C", "C", "O", "C", "O", "O", "H", "H", "H", "H", "C", "C", "O", "C", "O", "O", "H", "H", "H", "H", "C", "C", "O", "C", "O", "O", "H", "H", "H", "H", "C", "C", "O", "C", "O", "O", "H", "H", "H", "H", "C", "C", "O", "C", "O", "O", "H", "H", "H", "H", "C", "C", "O", "C", "O", "O", "H", "H", "H", "H", "C", "C", "O", "C", "O", "O", "H", "H", "H", "H", "C", "O", "C", "O", "O", "C", "H", "H", "H", "H", "H", "H", "C", "O", "C", "O", "O", "C", "H", "H", "H", "H", "H", "H", "C", "O", "C", "O", "O", "C", "H", "H", "H", "H", "H", "H", "C", "O", "C", "O", "O", "C", "H", "H", "H", "H", "H", "H", "C", "O", "C", "O", "O", "C", "H", "H", "H", "H", "H", "H", "C", "O", "C", "O", "O", "C", "H", "H", "H", "H", "H", "H", "C", "O", "C", "O", "O", "C", "H", "H", "H", "H", "H", "H"],
  "xyz": [[7.255, 1.619, 1.314], [8.071, 1.475, 0.030], [8.915, 2.619, 0.155], [9.113, 2.963, 1.413], [10.010, 3.666, 1.830], [8.139, 2.300, 2.127], [6.970, 0.603, 1.585], [6.356, 2.220, 1.179], [7.448, 1.574, -0.859], [8.567, 0.505, 0.054], [-3.034, -4.401, -6.305], [-2.337, -3.385, -5.454], [-3.356, -2.809, -4.678], [-4.534, -3.510, -4.931], [-5.509, -3.463, -4.248], [-4.392, -4.223, -6.089], [-2.848, -5.473, -6.240], [-2.878, -4.141, -7.352], [-1.832, -2.702, -6.137], [-1.595, -3.861, -4.813], [7.517, -6.759, 1.504], [6.785, -6.048, 0.342], [6.493, -4.795, 0.954], [6.486, -4.824, 2.236], [6.046, -3.912, 2.875], [6.961, -6.068, 2.623], [8.594, -6.657, 1.372], [7.262, -7.814, 1.403], [5.836, -6.469, 0.007], [7.380, -5.837, -0.546], [2.527, -2.779, 7.328], [1.364, -2.784, 6.451], [0.430, -2.110, 7.286], [0.800, -2.299, 8.537], [-0.004, -2.141, 9.476], [2.063, -2.736, 8.663], [2.904, -1.793, 7.057], [3.319, -3.459, 7.012], [1.077, -3.781, 6.115], [1.556, -2.243, 5.525], [4.595, 9.164, -3.924], [5.918, 9.075, -4.560], [6.208, 7.729, -4.295], [5.090, 7.046, -3.806], [5.045, 5.886, -3.339], [4.078, 7.851, -3.874], [3.969, 9.837, -4.510], [4.618, 9.771, -3.019], [6.598, 9.864, -4.240], [5.885, 9.272, -5.631], [-6.593, -7.836, 2.426], [-6.735, -6.770, 1.358], [-5.832, -5.766, 1.676], [-4.949, -6.278, 2.597], [-3.900, -5.685, 2.854], [-5.359, -7.511, 2.935], [-6.492, -8.826, 1.982], [-7.463, -7.899, 3.079], [-7.745, -6.370, 1.455], [-6.603, -7.025, 0.306], [-6.172, -0.162, 2.237], [-4.759, 0.039, 1.937], [-4.795, 1.413, 1.971], [-5.961, 1.917, 1.637], [-6.178, 3.132, 1.378], [-6.870, 0.944, 1.635], [-6.463, -0.061, 3.283], [-6.462, -1.087, 1.739], [-4.426, -0.346, 0.974], [-4.076, -0.450, 2.632], [0.459, -12.643, 2.581], [-0.406, -11.683, 3.439], [0.143, -10.400, 3.219], [1.278, -10.565, 2.480], [1.955, -9.634, 2.071], [1.554, -11.876, 2.161], [-0.132, -13.032, 1.752], [0.841, -13.384, 3.284], [-0.380, -11.967, 4.491], [-1.449, -11.582, 3.140], [-8.715, 5.539, -2.696], [-9.004, 4.299, -3.356], [-8.031, 3.417, -3.875], [-8.324, 2.484, -4.620], [-6.830, 3.730, -3.454], [-5.730, 2.903, -3.833], [-8.784, 5.588, -1.609], [-9.315, 6.350, -3.109], [-7.767, 6.003, -2.972], [-5.550, 2.888, -4.908], [-5.859, 1.892, -3.447], [-4.792, 3.208, -3.371], [-1.247, 12.684, -6.094], [-1.806, 11.454, -5.984], [-1.429, 10.687, -4.948], [-0.597, 10.983, -4.147], [-2.099, 9.562, -4.982], [-1.761, 8.503, -4.128], [-1.456, 13.484, -5.383], [-1.560, 13.129, -7.039], [-0.164, 12.593, -6.165], [-2.443, 7.709, -4.432], [-1.908, 8.776, -3.083], [-0.793, 8.084, -4.401], [-2.614, -9.256, -1.917], [-3.571, -10.132, -1.229], [-3.503, -11.426, -1.206], [-2.614, -12.133, -1.630], [-4.504, -11.852, -0.454], [-4.627, -13.170, -0.066], [-1.622, -9.430, -1.500], [-2.853, -8.205, -1.757], [-2.594, -9.504, -2.979], [-4.738, -13.953, -0.816], [-5.640, -13.236, 0.331], [-3.916, -13.383, 0.733], [-2.550, 4.406, -9.115], [-1.884, 3.393, -8.363], [-0.646, 3.491, -8.051], [0.164, 4.407, -8.284], [-0.327, 2.360, -7.473], [0.993, 2.125, -6.968], [-3.626, 4.236, -9.159], [-2.213, 4.555, -10.141], [-2.556, 5.401, -8.670], [1.415, 1.426, -7.689], [1.076, 1.684, -5.974], [1.675, 2.974, -7.009], [5.021, 3.910, 9.791], [4.784, 3.629, 8.366], [3.549, 3.341, 7.933], [2.580, 3.440, 8.666], [3.638, 3.054, 6.613], [2.454, 2.559, 6.018], [4.233, 4.492, 10.269], [5.985, 4.414, 9.858], [5.041, 2.909, 10.223], [1.925, 3.365, 5.508], [1.778, 2.034, 6.692], [2.777, 1.905, 5.208], [0.706, 1.237, -0.796], [0.074, -0.032, -0.711], [0.909, -1.048, -0.303], [2.024, -0.883, 0.260], [0.249, -2.209, -0.388], [0.888, -3.393, 0.104], [1.794, 1.267, -0.866], [0.484, 1.812, 0.103], [0.389, 1.778, -1.687], [0.242, -4.194, -0.255], [0.874, -3.549, 1.183], [1.872, -3.524, -0.345], [1.884, 8.485, 6.590], [2.906, 8.185, 5.626], [2.522, 7.566, 4.514], [1.362, 7.174, 4.194], [3.552, 7.449, 3.764], [3.496, 7.077, 2.377], [1.153, 9.199, 6.211], [2.410, 8.909, 7.445], [1.420, 7.585, 6.994], [2.682, 6.368, 2.224], [4.403, 6.649, 1.950], [3.218, 7.947, 1.782]],
  "atomic_forces_ev_per_a": [[-0.749, -0.559, -1.863], [-1.213, 0.710, 0.422], [1.100, -0.218, -2.265], [0.644, -0.155, 1.094], [-2.205, -1.282, -0.506], [1.351, 0.871, 2.434], [0.147, 0.268, 1.022], [-0.086, 0.002, -0.046], [0.317, 0.008, -0.039], [0.680, 0.349, -0.247], [0.180, -0.772, -2.575], [1.260, -0.598, 0.068], [-1.211, -0.543, 0.079], [-0.167, 0.556, 0.212], [0.786, 0.078, -0.664], [-1.537, 0.598, 1.718], [0.600, 0.102, 0.629], [0.197, -0.198, -0.152], [-0.151, 0.558, 0.527], [0.047, 0.224, 0.169], [-1.028, 0.267, -1.868], [0.408, 0.567, 0.121], [-0.121, 0.875, -3.525], [-0.528, -0.452, 1.301], [0.760, -1.122, 0.798], [0.337, 0.116, 1.102], [0.026, 0.287, 0.595], [-0.081, -0.003, 1.012], [0.045, -0.367, 0.313], [0.160, -0.164, 0.170], [2.557, 1.672, -1.324], [-0.759, -0.818, -1.327], [-0.519, -0.157, -1.404], [-3.666, 0.211, 4.600], [2.983, -0.295, -2.624], [-0.210, -0.567, -0.447], [0.850, 0.296, 0.798], [-0.230, -0.513, 0.998], [-0.822, -0.137, 0.502], [-0.164, 0.309, 0.203], [-1.769, 3.183, -0.632], [-0.138, 0.278, -1.155], [1.061, -2.219, 0.855], [1.895, -3.752, 1.377], [0.695, 4.198, -2.195], [-1.578, 1.384, 0.638], [-0.535, -0.590, -0.397], [0.043, -1.181, 0.978], [0.502, -0.738, 0.856], [-0.209, -0.580, -0.313], [-0.605, -1.056, -2.244], [-2.611, 0.319, -0.896], [1.185, 0.235, 1.313], [2.367, 2.175, -1.325], [-3.063, -2.198, 0.112], [2.151, 0.422, 2.487], [-0.059, -0.068, -0.037], [0.506, 0.498, 0.714], [-0.058, 0.244, -0.304], [0.200, -0.562, 0.151], [-2.334, -2.139, -0.184], [0.433, -0.957, -0.027], [3.255, 2.789, 0.182], [-1.619, 5.028, -1.300], [0.857, -4.731, 0.987], [0.201, -0.177, -0.440], [0.430, -0.729, 0.146], [-0.803, -0.007, 0.528], [-0.335, 0.249, -0.422], [-0.069, 0.658, 0.502], [-0.990, -0.321, 1.400], [-0.755, -0.234, -0.088], [1.633, -0.488, -0.556], [1.666, 2.427, -1.546], [-1.422, -2.127, 1.157], [-0.557, 1.744, 0.301], [0.435, -0.229, -0.078], [-0.143, -0.538, -0.604], [0.142, 0.280, 0.061], [-0.004, -0.494, -0.090], [0.971, 1.260, -0.767], [0.960, -1.085, -0.615], [-2.062, -0.521, -0.775], [0.466, 2.233, 1.827], [1.025, 0.632, 0.482], [0.507, -0.937, -0.038], [-0.178, -0.834, -0.092], [-1.052, -0.601, -0.021], [0.678, -0.882, 0.115], [-0.441, -0.020, -0.003], [-0.425, -0.087, -0.336], [-0.446, 0.829, 0.235], [1.926, 2.561, -1.271], [-1.752, -1.976, 0.601], [0.208, 0.321, -0.270], [0.742, 0.321, 0.708], [-1.016, 0.257, -1.254], [-0.133, -0.968, -0.156], [-0.388, -0.657, 0.776], [-0.193, -0.382, -0.169], [0.161, 0.100, 0.174], [-0.287, 0.109, 0.383], [0.381, -0.149, -0.067], [0.374, 0.455, 0.541], [0.351, -1.408, 0.162], [-0.378, 2.911, -0.457], [2.034, -1.545, 0.397], [-0.434, 0.365, -0.309], [-0.981, 1.326, -0.621], [-1.207, -1.392, 0.927], [-0.017, -0.122, -0.036], [-0.588, -0.403, 0.166], [-0.085, 0.068, 0.072], [1.140, 0.328, -0.600], [0.059, 0.285, 0.631], [0.098, -0.398, -0.278], [-0.713, 1.390, -0.279], [-2.942, 0.415, -0.997], [4.230, 2.394, -0.485], [-2.188, -1.530, 0.380], [0.292, -1.173, 1.740], [1.190, -0.119, -1.294], [0.199, -1.004, 0.131], [0.482, -0.539, 0.128], [0.827, -0.087, 0.495], [0.155, -0.271, 0.214], [-0.937, 0.107, -0.035], [-0.598, 0.422, 0.015], [-0.631, -0.960, -0.922], [0.549, 0.424, -0.088], [0.107, 1.201, 1.411], [0.424, -0.730, -1.547], [-0.134, -0.072, 1.639], [-0.506, -0.050, -1.144], [-0.047, 0.015, -0.383], [-0.171, -0.178, -0.186], [0.228, 0.264, 0.492], [-0.156, 0.194, 0.330], [0.258, 0.144, 0.166], [0.068, -0.228, 0.220], [0.502, 1.321, 0.197], [1.619, -1.620, -0.281], [1.856, 0.990, 2.832], [-3.388, -0.627, -2.359], [0.235, 0.874, -0.064], [-0.336, -0.887, -0.604], [0.021, -0.903, 0.105], [-0.292, 0.030, -0.088], [-0.605, -0.275, 0.119], [0.058, 0.042, -0.250], [0.290, 0.866, 0.073], [0.032, 0.200, 0.333], [0.276, -0.157, 0.658], [-0.621, -0.053, 0.272], [-4.795, -1.053, -0.805], [3.240, 1.351, 1.469], [3.220, -0.213, -1.580], [-1.728, -0.106, -0.351], [0.039, -0.236, -0.131], [0.108, 0.250, -0.265], [-0.216, -0.084, -0.519], [0.047, -0.125, 0.153], [0.284, 0.199, 0.957], [0.159, 0.192, 0.145]],
  "total_energy_ha": -5144.70524,
  "largest_force_ev_per_a": 5.89,
  "lumo_ev": -0.19,
  "e_homo_ev": -10.319,
  "spin_multiplicity": 1
}


{
  "formula": "C20H26O5",
  "method": "ωB97M-V/def2-TZVPD",
  "elements": ["C", "C", "C", "H", "H", "O", "C", "O", "C", "C", "C", "C", "C", "C", "C", "C", "C", "H", "H", "H", "H", "H", "H", "C", "C", "C", "C", "O", "H", "H", "H", "H", "H", "H", "H", "C", "O", "C", "C", "H", "H", "H", "H", "H", "O", "H", "H", "H", "H", "H", "H"],
  "xyz": [[3.053, 3.306, 2.764], [3.401, 4.253, 1.915], [3.196, 4.192, 0.429], [4.163, 4.197, -0.085], [2.610, 5.063, 0.108], [2.538, 3.005, 0.008], [1.205, 3.040, -0.030], [0.538, 4.023, 0.189], [0.628, 1.721, -0.400], [-0.682, 1.584, -0.618], [-1.310, 0.262, -0.936], [-2.621, 0.119, -0.203], [-2.679, 0.337, 1.168], [-3.872, 0.193, 1.851], [-5.024, -0.167, 1.171], [-4.977, -0.376, -0.196], [-3.782, -0.231, -0.879], [-3.753, -0.397, -1.947], [-5.873, -0.652, -0.733], [-5.956, -0.282, 1.705], [-3.904, 0.361, 2.917], [-1.783, 0.618, 1.699], [-1.511, 0.216, -2.016], [-0.332, -0.867, -0.563], [-0.762, -2.229, -1.120], [-1.636, -3.033, -0.157], [-0.899, -3.453, 1.114], [-0.922, -2.391, 2.048], [-0.417, -2.647, 2.826], [-1.396, -4.333, 1.548], [0.137, -3.723, 0.869], [-1.976, -3.934, -0.670], [-2.510, -2.453, 0.136], [-1.304, -2.087, -2.058], [0.135, -2.812, -1.337], [1.069, -0.495, -1.071], [1.956, -1.498, -0.708], [3.280, -1.360, -1.209], [3.420, -1.812, -2.660], [2.864, -1.160, -3.329], [3.047, -2.827, -2.772], [4.468, -1.786, -2.946], [3.883, -2.001, -0.560], [3.613, -0.324, -1.092], [1.542, 0.721, -0.505], [1.043, -0.362, -2.172], [-0.265, -0.936, 0.525], [-1.316, 2.451, -0.527], [3.868, 5.169, 2.250], [3.216, 3.407, 3.823], [2.589, 2.392, 2.433]],
  "atomic_forces_ev_per_a": [[-0.003, -0.031, 0.080], [-0.054, -0.064, -0.351], [-0.019, 0.483, 0.031], [-0.157, -0.004, 0.031], [0.184, -0.155, 0.013], [0.279, -0.269, 0.019], [-0.376, 0.460, 0.032], [0.172, -0.229, -0.017], [-0.401, -0.224, -0.221], [0.421, 0.057, -0.008], [0.226, -0.082, 0.089], [-0.087, 0.065, -0.138], [-0.058, -0.014, -0.065], [0.029, 0.013, 0.079], [-0.107, -0.036, 0.016], [-0.115, -0.049, -0.008], [0.071, 0.026, 0.007], [0.038, -0.004, -0.111], [-0.072, -0.018, -0.037], [-0.070, -0.002, 0.043], [0.001, 0.012, 0.094], [0.130, 0.019, 0.083], [-0.017, -0.047, 0.084], [0.373, 0.042, -0.332], [-0.052, 0.058, 0.182], [0.313, -0.003, 0.183], [-0.171, -0.481, -0.290], [-0.003, 0.323, 0.356], [-0.021, 0.005, -0.052], [0.103, 0.077, -0.087], [-0.061, -0.042, 0.001], [-0.069, -0.019, 0.031], [-0.127, -0.117, 0.011], [0.027, 0.018, -0.105], [-0.066, -0.043, -0.076], [-0.473, -0.319, -0.221], [-0.201, 0.140, 0.066], [0.238, -0.032, -0.176], [-0.217, 0.102, 0.398], [-0.017, 0.043, -0.117], [-0.005, -0.101, -0.042], [0.118, 0.008, -0.077], [0.007, 0.142, -0.063], [0.031, -0.115, 0.064], [0.044, 0.072, 0.182], [0.071, 0.036, 0.205], [0.069, 0.112, -0.031], [0.033, 0.172, 0.039], [0.067, 0.091, 0.130], [0.061, 0.084, 0.189], [-0.088, -0.162, -0.113]],
  "total_energy_ha": -1153.86600,
  "largest_force_ev_per_a": 0.61,
  "lumo_ev": 0.77,
  "e_homo_ev": -8.659,
  "smiles": "C=CCOC(=O)C1=C[C@H](c2ccccc2)[C@@H](CCCO)[C@H](OCC)O1",
  "spin_multiplicity": 1
}


{
  "formula": "C3H5N5",
  "method": "ωB97M-V/def2-TZVPD",
  "elements": ["C", "C", "C", "H", "H", "H", "H", "H", "N", "N", "N", "N", "N"],
  "xyz": [[-2.999, 0.074, -0.009], [0.286, -0.138, -0.280], [2.517, -0.169, 0.215], [-3.948, 0.570, 0.146], [-2.828, -1.080, -0.776], [1.671, -1.882, 0.086], [3.430, -0.655, 0.671], [0.322, 2.003, 0.530], [-1.906, 0.581, 0.328], [-0.948, -0.579, -0.279], [1.489, -0.968, -0.045], [2.156, 1.133, -0.164], [0.758, 1.111, -0.423]],
  "atomic_forces_ev_per_a": [[-0.472, -3.039, -2.861], [-0.790, -2.928, 0.910], [-1.018, 4.679, -2.021], [-0.083, -0.071, 0.306], [-1.400, 3.589, 2.540], [-0.822, -3.922, 0.386], [-0.752, 1.436, -1.041], [1.025, -3.558, -3.976], [1.945, -2.630, -2.030], [1.613, 2.033, 1.957], [-2.442, 3.465, -0.651], [2.598, -3.149, 2.539], [0.600, 4.093, 3.942]],
  "total_energy_ha": -390.85385,
  "largest_force_ev_per_a": 5.71,
  "lumo_ev": 0.13,
  "e_homo_ev": -8.085,
  "spin_multiplicity": 1
}